C84H194N6O16 | wB97M-V/def2-TZVPD

The geometry in XYZ format:
```
300
Properties=species:S:1:pos:R:3:forces:R:3
C -10.19169 -49.24033 -8.79112 1.06 -0.78 -0.45
C -10.88648 -48.85003 -10.11027 -0.28 0.62 0.38
C -10.41884 -47.42743 -10.31074 1.26 2.24 -1.50
C -10.65938 -46.76542 -11.69667 -1.24 -1.94 -0.76
C -10.10799 -47.72617 -12.79668 -0.21 -0.12 1.36
C -10.60099 -49.22024 -12.64425 -0.03 1.41 -0.65
N -10.45336 -49.71520 -11.23291 2.07 6.39 -1.15
O -10.77266 -50.95930 -11.08398 -1.61 -4.70 0.71
C -12.07388 -49.34199 -13.22877 1.08 -1.07 0.33
C -9.59471 -49.99913 -13.53338 -0.65 -0.99 1.01
C -12.39304 -48.84238 -9.87138 -0.15 -0.28 0.42
H -10.15101 -48.51471 -7.97877 -1.07 0.28 -0.16
H -9.12256 -49.26132 -9.00236 0.22 -0.70 -0.24
H -10.53706 -50.20103 -8.40919 0.08 -0.03 0.10
H -10.75479 -46.77713 -9.50307 -0.59 -0.14 0.00
H -9.34179 -47.27327 -10.24516 0.47 -0.93 0.43
H -10.25588 -45.76425 -11.84811 0.01 -0.05 0.45
H -11.73789 -46.75481 -11.85414 -0.24 0.54 -0.10
H -9.02159 -47.65517 -12.74382 0.22 -0.44 0.16
H -10.33306 -47.42697 -13.82036 -0.38 0.18 0.08
H -12.88016 -48.82338 -12.71006 0.36 0.25 0.07
H -12.09984 -49.11861 -14.29532 0.14 0.35 0.04
H -12.30501 -50.40610 -13.18024 -0.24 -0.14 0.12
H -9.51698 -49.71896 -14.58388 -0.26 0.38 0.17
H -8.62142 -49.94031 -13.04620 0.08 0.13 -0.16
H -9.88663 -51.04859 -13.49434 0.07 -0.19 -0.21
H -12.92135 -48.21788 -10.59179 -0.11 -0.10 0.14
H -12.55019 -48.48848 -8.85248 -0.22 0.44 -0.08
H -12.80914 -49.84944 -9.84331 0.05 -0.11 -0.42
H -10.03837 -51.33536 -10.59307 0.09 -0.52 -0.08
C -8.02364 -36.26436 -14.49337 0.03 -0.01 -0.90
C -9.43404 -35.81868 -14.02882 0.39 -1.18 -0.40
C -9.22160 -34.64899 -13.07901 -1.93 1.66 0.50
C -10.41586 -33.62912 -12.93563 -0.03 -1.28 -0.43
C -10.97938 -33.27845 -14.33027 0.81 0.83 1.53
C -11.39062 -34.49086 -15.14390 -0.77 0.26 0.99
N -10.22318 -35.37244 -15.24652 1.40 1.71 0.90
O -10.26383 -36.22784 -16.33894 -0.12 -0.50 0.64
C -12.61101 -35.20237 -14.47990 -0.17 -0.29 -0.59
C -11.90334 -33.99066 -16.51136 1.58 -0.92 -0.64
C -10.05428 -37.05952 -13.27002 -0.30 1.04 -0.40
H -7.34740 -36.67943 -13.74602 -0.52 0.05 0.57
H -7.46190 -35.43927 -14.93129 -0.24 0.20 -0.13
H -8.09664 -37.03043 -15.26532 -0.13 -0.01 -0.07
H -9.12413 -34.98679 -12.04726 0.81 -0.34 -0.17
H -8.41993 -33.97681 -13.38494 0.49 -0.60 -0.05
H -10.02648 -32.80309 -12.34053 -0.05 0.40 -0.44
H -11.18891 -34.04658 -12.29049 -0.23 -0.23 -0.11
H -10.18154 -32.70737 -14.80506 0.08 -0.19 -0.59
H -11.79362 -32.56061 -14.23117 -0.33 -0.20 -0.02
H -12.55700 -35.49877 -13.43236 0.27 0.40 -0.01
H -13.53029 -34.64595 -14.66270 0.03 0.30 0.27
H -12.78984 -36.12602 -15.03034 0.08 -0.29 -0.11
H -12.53536 -34.79047 -16.89731 -0.49 0.62 -0.32
H -12.26028 -32.96242 -16.56988 -0.78 -0.34 0.67
H -11.07197 -33.93287 -17.21390 0.32 -0.29 0.02
H -9.42352 -37.42676 -12.46047 0.28 0.15 -0.16
H -10.22528 -37.88505 -13.96093 -0.06 -0.03 -0.03
H -10.99711 -36.76509 -12.80907 -0.11 -0.16 -0.07
H -10.86013 -36.91310 -16.02837 -0.30 -0.76 -0.45
C 3.23299 -28.56779 -10.39192 -1.03 0.50 0.20
C 3.43199 -29.88584 -11.10217 0.93 -0.03 -1.14
C 4.14105 -30.85261 -10.15853 -0.20 -2.57 -1.09
C 4.21525 -32.32617 -10.75959 -1.87 0.17 0.70
C 2.75354 -32.81964 -11.12972 0.68 1.60 -0.45
C 1.95497 -31.79032 -12.04635 -0.25 -1.61 -0.24
N 2.10569 -30.40094 -11.50442 0.73 -3.23 1.56
O 1.37114 -29.54194 -12.26665 -0.50 1.31 -0.82
C 2.44081 -32.02295 -13.54285 0.27 0.11 0.95
C 0.40555 -32.22119 -12.04349 0.61 0.67 -0.08
C 4.37611 -29.65502 -12.31969 -0.29 0.04 0.32
H 2.53658 -28.65969 -9.55845 0.10 -0.41 0.31
H 2.68917 -27.88161 -11.04116 0.52 0.29 -0.22
H 4.15453 -28.13656 -10.00091 0.03 -0.02 -0.29
H 5.18608 -30.61882 -9.95517 -0.20 0.77 0.10
H 3.57524 -30.96162 -9.23328 0.09 0.22 0.17
H 4.56549 -32.98012 -9.96098 0.04 -0.04 0.14
H 4.91364 -32.52471 -11.57257 -0.07 0.62 -0.21
H 2.16607 -32.96269 -10.22279 0.12 -0.01 0.12
H 2.84059 -33.77396 -11.64912 -0.26 -0.01 -0.04
H 2.22890 -33.04016 -13.87221 -0.47 -0.04 0.21
H 2.00343 -31.33819 -14.26942 0.08 0.14 0.18
H 3.52990 -32.00567 -13.58373 0.03 0.48 -0.10
H -0.07401 -32.55847 -11.12460 0.69 0.18 0.58
H -0.20208 -31.37499 -12.36417 0.06 -0.04 -0.30
H 0.21213 -33.04496 -12.73059 0.32 0.12 -0.25
H 3.84016 -29.16604 -13.13317 0.07 0.23 0.07
H 4.79603 -30.57608 -12.72393 -0.05 0.01 0.18
H 5.19734 -29.03783 -11.95534 0.09 0.13 -0.32
H 0.62052 -29.38936 -11.68795 -0.27 0.42 -0.24
C -1.89513 -41.53309 -5.45372 -0.35 -0.67 1.05
C -2.04773 -41.48008 -6.94924 2.05 1.36 -0.49
C -0.61819 -41.11789 -7.53869 -0.43 0.54 0.97
C -0.49243 -41.35754 -8.99179 -0.52 -0.96 -1.60
C -0.88898 -42.78838 -9.36686 0.37 1.02 0.37
C -2.31211 -43.11039 -8.93255 -0.75 -2.12 0.35
N -2.43621 -42.79344 -7.47247 1.49 -0.22 -0.52
O -3.69157 -43.16606 -6.95784 -0.50 0.15 -0.21
C -3.39606 -42.42324 -9.78489 -0.19 0.36 -0.49
C -2.49820 -44.70179 -9.12754 0.27 0.60 1.02
C -3.01881 -40.32758 -7.17982 -0.16 0.04 -0.61
H -1.30736 -42.37593 -5.09005 -0.10 -0.28 -0.16
H -2.91414 -41.58008 -5.06964 0.02 -0.22 0.56
H -1.44813 -40.66109 -4.97632 0.02 0.29 -0.53
H -0.39670 -40.05826 -7.41125 -0.52 0.30 0.41
H 0.17426 -41.56091 -6.93549 -0.08 -0.71 -0.13
H 0.51652 -41.25220 -9.39056 0.07 0.58 0.21
H -1.17385 -40.69388 -9.52408 0.21 0.39 -0.13
H -0.09809 -43.34827 -8.86773 -0.49 -0.90 0.07
H -0.77196 -42.92196 -10.44229 -0.18 -0.15 -0.05
H -3.05694 -41.55625 -10.35184 0.30 0.30 0.33
H -3.79955 -43.04927 -10.58074 0.08 -0.44 0.20
H -4.24604 -42.10484 -9.18136 0.08 -0.09 0.10
H -2.29801 -45.04252 -10.14338 -0.18 0.45 -0.18
H -1.81020 -45.27557 -8.50662 0.45 0.37 0.17
H -3.45572 -45.09791 -8.78938 -0.35 0.51 -0.31
H -2.72778 -39.40059 -6.68576 0.49 -0.11 0.04
H -3.97453 -40.57158 -6.71596 -0.28 -0.12 -0.60
H -3.05435 -40.12314 -8.24988 -0.62 0.11 0.03
H -3.45206 -43.39918 -6.05790 -0.22 -0.37 0.13
C -3.92034 -29.22064 -3.83667 -0.92 -0.07 0.39
C -4.61796 -30.59357 -3.78064 0.93 -0.58 -0.91
C -4.08170 -31.29688 -2.51772 -0.13 -0.44 -0.23
C -4.85970 -32.52242 -2.10336 -1.20 -0.46 -0.46
C -6.39602 -32.25559 -2.05558 1.11 0.37 0.62
C -6.94243 -31.68461 -3.37158 -1.13 0.38 -0.95
N -6.10459 -30.48164 -3.75626 0.80 -0.69 1.85
O -6.56031 -29.83655 -4.91324 -0.17 -0.30 -0.37
C -7.09687 -32.81952 -4.45626 0.78 0.78 -0.57
C -8.37808 -31.14757 -3.14508 0.02 0.69 0.56
C -4.12203 -31.34918 -5.01787 0.75 -0.96 -0.88
H -4.28204 -28.65321 -4.69417 -0.14 0.26 0.27
H -2.83641 -29.27381 -3.93848 -0.06 -0.46 0.05
H -4.13158 -28.78021 -2.86224 -0.09 0.75 -0.27
H -3.06795 -31.64707 -2.71209 0.21 0.29 -0.25
H -3.98634 -30.61169 -1.67540 -0.32 0.20 0.01
H -4.40859 -32.93950 -1.20301 -0.49 0.19 0.42
H -4.76057 -33.35307 -2.80214 0.37 0.10 -0.49
H -6.60016 -31.54544 -1.25426 -0.07 0.20 0.05
H -6.90704 -33.17759 -1.77833 -0.19 0.00 -0.24
H -6.98068 -33.83143 -4.06813 0.39 0.11 0.08
H -8.01942 -32.84083 -5.03638 -0.40 0.42 0.52
H -6.37401 -32.57702 -5.23521 0.31 -0.61 0.07
H -8.97018 -31.90741 -2.63500 -0.13 -0.05 -0.18
H -8.42188 -30.24020 -2.54270 0.54 -0.11 0.71
H -8.91409 -30.75714 -4.01014 0.26 -0.81 -0.59
H -3.05296 -31.25605 -5.20900 0.28 0.61 0.46
H -4.54396 -31.03686 -5.97313 -0.51 0.15 0.23
H -4.16910 -32.43731 -4.97457 -0.71 -0.13 0.25
H -6.96116 -29.04282 -4.55143 -0.08 0.17 -0.14
C -15.79710 -25.95638 -23.08107 0.85 0.19 -0.43
C -14.57020 -26.90930 -22.96207 -0.38 -0.72 -0.70
C -13.89013 -27.06370 -24.41964 0.37 1.78 1.78
C -12.99174 -25.81514 -24.74698 0.56 -1.46 1.32
C -11.90102 -25.57991 -23.61140 -2.28 0.04 -0.49
C -12.58750 -25.40379 -22.18319 0.34 0.41 -0.26
N -13.63826 -26.41314 -21.91946 1.87 -1.41 -2.52
O -14.23312 -26.29686 -20.69340 -0.13 0.31 0.54
C -11.48068 -25.51378 -21.15189 1.11 -0.92 0.86
C -13.11001 -23.93743 -22.04032 0.38 -1.11 -0.81
C -15.06903 -28.31736 -22.58266 0.31 0.01 0.36
H -16.14466 -25.61257 -22.10685 0.05 0.04 -0.03
H -16.67034 -26.32872 -23.61672 0.18 -0.43 0.01
H -15.41152 -25.12839 -23.67594 -0.38 0.48 0.21
H -13.28285 -27.96724 -24.47377 0.01 -0.02 0.23
H -14.67507 -27.14342 -25.17171 -0.15 -0.05 0.14
H -13.61474 -24.93102 -24.88229 0.19 0.01 -0.27
H -12.44468 -26.11899 -25.63945 -0.12 0.67 -0.33
H -11.36183 -24.66754 -23.86627 -0.06 0.21 0.26
H -11.15319 -26.36688 -23.70903 -0.22 -0.32 0.62
H -10.70508 -24.75909 -21.28223 -0.13 0.21 -0.28
H -11.73976 -25.47195 -20.09396 -0.72 0.33 -0.09
H -10.94239 -26.46085 -21.18934 -0.13 -0.28 -0.44
H -13.66366 -23.67240 -22.94106 -0.12 0.33 0.19
H -13.72978 -23.85654 -21.14732 0.10 0.38 -0.03
H -12.19368 -23.35387 -21.95151 -0.46 0.49 0.07
H -14.31575 -29.10361 -22.53298 0.54 0.26 -0.61
H -15.79918 -28.58223 -23.34741 -0.26 -0.28 0.35
H -15.43584 -28.38845 -21.55870 -0.73 0.49 -0.16
H -14.61556 -25.41694 -20.72618 -0.58 0.35 0.55
C -14.19064 -24.55335 -12.20481 0.61 0.01 0.62
C -13.72352 -23.92740 -10.87958 -1.22 1.82 -1.39
C -14.05800 -22.42839 -10.82041 0.51 0.02 0.06
O -14.40515 -24.45710 -9.77797 0.20 -0.82 0.24
H -14.16367 -25.64207 -12.15934 0.22 -0.15 -0.02
H -13.47229 -24.21737 -12.95259 -0.33 -0.09 -0.37
H -15.21937 -24.29050 -12.45122 0.11 0.29 -0.01
H -12.63655 -23.94362 -10.80006 0.22 -0.67 0.21
H -13.50965 -21.81685 -11.53696 0.30 -0.20 -0.06
H -13.73063 -22.15850 -9.81638 -0.27 0.51 0.00
H -15.10451 -22.16856 -10.97982 -0.13 -0.43 0.26
H -14.39159 -25.40411 -9.93479 -0.21 -0.29 0.46
C -18.19219 -42.09275 -13.29842 0.61 1.15 0.84
C -19.15904 -41.19594 -14.06828 0.74 0.54 -0.66
C -19.50866 -39.84291 -13.40440 0.21 -1.26 0.39
O -18.41861 -40.85171 -15.28091 -0.76 -0.69 0.39
H -17.63179 -42.80962 -13.89855 -0.42 0.10 -0.28
H -18.55879 -42.59120 -12.40107 -0.57 -0.04 -0.24
H -17.46729 -41.38167 -12.90221 0.50 -0.12 0.03
H -20.06647 -41.76864 -14.25981 -0.19 0.11 -0.51
H -18.59261 -39.27223 -13.25181 0.02 -0.11 0.19
H -19.98537 -40.09684 -12.45764 -0.06 0.47 0.22
H -20.17799 -39.21874 -13.99644 -0.14 -0.27 -0.13
H -19.01472 -40.29779 -15.79025 0.07 0.12 -0.26
C -13.63288 -39.08314 -3.62829 0.09 -0.01 0.42
C -13.11125 -39.17038 -5.05806 -0.33 -1.69 0.33
C -12.30598 -40.45071 -5.34638 2.00 1.03 0.65
O -14.20088 -39.23277 -5.98395 -0.53 0.60 0.22
H -12.89956 -39.18157 -2.82787 0.96 0.54 -0.51
H -14.22757 -39.92397 -3.27129 -0.92 0.12 -0.85
H -14.09046 -38.10075 -3.51154 -0.50 -0.30 0.26
H -12.58284 -38.23927 -5.26279 0.57 -0.21 0.05
H -11.53075 -40.64345 -4.60477 -0.31 -0.05 0.85
H -11.58847 -40.20179 -6.12825 -0.58 -0.46 -0.99
H -12.85261 -41.38446 -5.47834 -0.27 0.49 -0.29
H -13.86253 -38.87651 -6.80869 -0.16 -0.07 -0.16
C -20.60355 -35.84843 -21.59017 0.83 1.63 0.55
C -19.98248 -37.19988 -21.39344 0.78 -0.31 -0.85
C -18.47381 -37.15710 -21.19483 0.52 0.17 -0.99
O -20.52687 -37.88726 -20.32457 -0.90 -0.42 1.28
H -20.28647 -35.20737 -20.76761 -0.44 -0.07 0.61
H -21.68897 -35.80780 -21.68137 0.04 -0.29 -0.03
H -20.15072 -35.26432 -22.39133 -0.15 -0.51 -0.65
H -20.22429 -37.77460 -22.28748 0.41 -0.24 -0.44
H -18.08834 -36.50769 -20.40883 -0.50 0.26 0.05
H -18.07568 -36.81798 -22.15117 0.28 0.34 0.02
H -17.96263 -38.10779 -21.04318 -0.64 -0.35 0.10
H -21.47440 -37.87632 -20.47842 -0.23 -0.22 0.36
C -13.98995 -43.79361 -18.92643 -0.69 -1.43 -0.35
C -12.84620 -43.22719 -18.19047 0.94 1.13 0.16
C -11.51411 -43.28674 -18.92251 -0.01 0.13 0.01
O -13.10547 -41.84265 -18.01207 0.29 0.88 0.32
H -13.71979 -44.77539 -19.31531 -0.16 -0.15 -0.13
H -14.32854 -43.16993 -19.75377 0.17 0.08 0.07
H -14.80420 -43.95478 -18.21995 -0.30 0.08 -0.17
H -12.75438 -43.67201 -17.19960 0.10 -0.38 0.07
H -11.58196 -42.69031 -19.83233 -0.13 -0.19 -0.20
H -11.22648 -44.31160 -19.15712 -0.03 0.02 -0.05
H -10.71569 -42.81886 -18.34656 -0.08 -0.12 0.23
H -13.96604 -41.72704 -17.60260 -0.10 -0.04 0.06
C -6.50105 -26.01208 -12.56645 0.41 0.17 -1.35
C -5.46950 -25.42054 -11.61352 -2.49 0.98 -0.29
C -6.12042 -24.41713 -10.66303 -0.02 0.43 0.19
O -4.92498 -26.42490 -10.86334 2.07 -1.39 0.69
H -7.23383 -26.66768 -12.09601 -0.13 0.31 0.19
H -6.01714 -26.59591 -13.34944 0.36 -0.46 0.29
H -6.94970 -25.24651 -13.19947 -0.56 0.27 0.46
H -4.72600 -24.89230 -12.21040 0.43 -0.34 0.19
H -5.35511 -23.91470 -10.07144 0.03 0.11 -0.06
H -6.76667 -24.91617 -9.94093 -0.09 -0.31 -0.03
H -6.75386 -23.67248 -11.14507 0.19 0.07 -0.22
H -5.57217 -26.82018 -10.27468 -0.20 0.16 -0.08
C -16.55488 -32.55807 -8.33597 0.38 0.52 0.01
C -16.57918 -31.19016 -7.59821 -1.17 -0.98 -0.05
C -16.92820 -31.35614 -6.12323 0.88 0.25 -0.16
O -15.35380 -30.51896 -7.82440 0.06 -0.25 0.28
H -15.79306 -33.18029 -7.86632 0.75 0.28 -0.28
H -16.33438 -32.28702 -9.36845 0.25 -0.62 -0.08
H -17.36362 -33.28825 -8.30649 -0.84 0.82 0.10
H -17.32340 -30.51589 -8.02200 -0.07 -0.14 -0.24
H -16.44291 -30.53188 -5.60057 -0.66 0.36 0.23
H -16.45360 -32.23158 -5.68000 -0.19 -0.38 -0.15
H -18.01228 -31.39971 -6.01839 0.16 0.08 0.37
H -14.70993 -31.01224 -7.31087 0.46 0.06 -0.03
C -6.04696 -31.05555 -19.60948 0.81 1.17 -0.34
C -6.59575 -31.49876 -20.94924 -0.12 -0.03 0.48
C -5.75422 -31.15655 -22.19376 -0.44 0.06 0.66
O -6.76704 -32.92141 -20.95107 0.12 0.11 -0.20
H -6.60542 -31.35976 -18.72423 -0.06 -0.49 -0.19
H -6.11490 -29.96775 -19.59645 0.07 0.24 0.04
H -4.98321 -31.27419 -19.51604 -0.02 -0.34 0.21
H -7.59494 -31.06384 -20.97282 -0.18 0.27 -0.62
H -6.41380 -31.31917 -23.04617 0.50 -0.49 -0.23
H -4.85115 -31.76505 -22.14593 -0.24 -0.40 -0.45
H -5.37509 -30.14196 -22.31617 -0.39 0.28 0.60
H -7.20979 -33.09743 -20.11765 -0.07 -0.40 0.03
C -10.65467 -37.01189 -24.20923 0.23 -0.13 -0.18
C -9.98802 -36.23054 -25.36799 -1.27 0.08 -0.12
C -10.73216 -34.88048 -25.65344 -0.36 -1.81 -0.65
O -8.60182 -36.08668 -25.17444 -0.02 0.19 0.40
H -11.72071 -37.22876 -24.27720 -0.20 0.66 -0.51
H -10.51294 -36.46689 -23.27597 0.17 -0.20 0.21
H -10.26311 -38.02836 -24.16945 0.62 0.18 0.34
H -10.04722 -36.87274 -26.24673 -0.25 0.21 -0.24
H -11.77555 -35.18992 -25.71397 -0.32 0.25 0.41
H -10.57028 -34.58046 -26.68876 0.66 0.53 0.24
H -10.62712 -34.08987 -24.91048 0.26 -0.10 -0.11
H -8.53324 -35.59593 -24.35221 0.51 0.15 0.20
C -4.87155 -40.24233 -21.28209 -0.93 1.59 1.56
C -4.00741 -40.56579 -22.39654 0.78 -1.35 -2.75
C -4.74190 -41.56531 -23.30950 0.62 -1.39 0.28
O -3.49140 -39.47235 -23.17352 -0.16 -0.07 0.61
H -4.47257 -39.35588 -20.78903 0.07 -0.09 0.41
H -4.89135 -41.08694 -20.59336 -0.22 0.14 0.09
H -5.88077 -39.95955 -21.58138 -0.17 -0.23 -0.07
H -3.12421 -41.05370 -21.98418 0.21 -0.01 -0.23
H -4.12735 -42.10773 -24.02798 0.39 0.84 -0.53
H -5.65674 -41.21421 -23.78687 0.11 0.35 0.07
H -5.00357 -42.45103 -22.73060 -0.56 0.18 0.59
H -4.16735 -39.19058 -23.79425 -0.14 0.05 -0.04
```
Forces are in eV/Å.

Calculated values
2S+1 = 1
ΔE to the lowest compared entry with this formula, charge and spin = 0.0 kcal per mole
largest force on an atom = 6.82 eV Å⁻¹
energy = -4848.70530 a.u.

Results of the Löwdin charge analysis, in e, for atoms 1 through 2:
1 C -0.048
2 C -0.506